# 1
10
Properties=species:S:1:pos:R:3:forces:R:3 method="wB97M-V/def2-TZVPD" smiles="N=C=CC=O.N#N" orbital_gap_ha=0.371 homo_energy_ev=-9.66 total_energy_ha=-355.6086
H -1.096 1.524 -0.670 0.07 -0.12 0.03
N 3.016 0.035 0.924 -0.53 1.18 -1.33
C -0.852 0.563 -0.232 -0.11 -0.14 -0.05
C -1.211 -0.549 -0.861 -0.21 -0.45 -0.30
H 0.195 1.441 1.452 -0.10 -0.12 0.01
C -0.133 0.466 1.040 -0.01 -0.30 0.15
O 0.125 -0.574 1.611 -0.15 0.41 -0.17
H -1.051 -2.065 -2.048 0.02 0.03 0.04
N -1.625 -1.566 -1.374 0.24 0.67 0.35
N 2.632 0.727 0.158 0.78 -1.17 1.26

=====

# 2
10
Properties=species:S:1:pos:R:3:forces:R:3 method="wB97M-V/def2-TZVPD" orbital_gap_ha=0.381 homo_energy_ev=-9.99 total_energy_ha=-355.4007
H -1.638 1.351 0.384 0.38 -0.05 -0.12
C 0.439 -0.572 -0.069 3.98 -5.36 -0.91
H -1.787 -1.170 -0.864 2.64 1.14 2.39
N 1.550 1.318 -0.120 0.38 -1.87 1.12
C -0.983 -0.614 -0.087 -5.14 -4.04 1.08
O 2.372 0.110 -0.070 0.63 0.61 -0.06
N -0.988 0.804 -0.174 -1.01 2.77 -0.33
N 1.643 -1.105 -0.067 -1.58 2.93 -0.48
H -0.997 -0.872 1.037 -1.79 -0.52 -1.35
C 0.388 0.749 0.030 1.51 4.39 -1.33

=====

# 3
10
Properties=species:S:1:pos:R:3:forces:R:3 method="wB97M-V/def2-TZVPD" smiles="O=Cn1nccn1" orbital_gap_ha=0.379 homo_energy_ev=-10.60 total_energy_ha=-355.4969
C 1.603 -0.373 0.037 -2.19 -4.62 -1.37
H -2.482 -1.353 0.476 2.99 0.74 -0.73
N -0.045 0.960 -0.276 -4.90 2.99 -0.92
N 0.417 -1.172 -0.259 3.79 0.53 1.58
H 1.846 1.973 0.314 -2.23 -3.55 -1.73
N -0.533 -0.257 -0.426 1.38 -0.24 1.39
H 2.633 -0.730 0.245 -1.28 -0.26 -0.34
C -1.886 -0.420 0.054 -5.47 0.85 -0.63
O -2.738 0.467 -0.083 3.05 -1.42 0.19
C 1.185 0.905 -0.080 4.85 4.97 2.56